[1]
This record from OMol25 describes a structure of composition C22H38IrO5P. The level of theory is ωB97M-V/def2-TZVPD.

The geometry in XYZ format:
```
67
C22H38IrO5P ωB97M-V/def2-TZVPD
Ir 1.996 0.445 0.585
O 5.220 -1.929 -1.248
C 4.470 -1.173 -0.527
O 3.321 -0.849 -0.813
C 5.157 -0.769 0.765
O 4.355 0.199 1.476
C 4.940 1.267 1.875
C 3.923 3.132 0.158
O 4.772 3.907 0.102
O 2.931 2.514 0.008
H 4.840 -2.231 -2.095
H 6.157 -0.386 0.548
H 5.279 -1.665 1.385
H 6.023 1.355 1.774
H 4.441 1.755 2.713
C -3.608 0.075 3.081
C -3.195 1.447 2.540
C -1.798 1.428 1.917
C -1.663 0.127 1.110
C -1.535 -1.039 2.107
C -2.418 -0.827 3.360
P -0.236 0.144 -0.078
C -0.046 -1.554 -0.769
C -1.278 -2.301 -1.283
C -0.990 -3.813 -1.374
C 0.483 -4.132 -1.607
C 1.397 -3.587 -0.495
C 0.742 -2.415 0.233
C -0.701 1.219 -1.521
C -0.259 2.668 -1.229
C -0.765 3.626 -2.300
C -2.293 3.673 -2.347
C -2.955 2.429 -1.756
C -2.159 1.153 -2.022
H -4.289 -0.424 2.382
H -4.208 0.186 3.985
H -3.206 2.188 3.344
H -3.937 1.797 1.819
H -1.024 1.435 2.691
H -1.665 2.322 1.309
H -2.556 0.008 0.486
H -0.495 -1.129 2.435
H -1.839 -1.973 1.635
H -1.813 -0.380 4.153
H -2.757 -1.792 3.735
H 0.632 -1.376 -1.616
H -1.539 -1.933 -2.277
H -2.150 -2.147 -0.644
H -1.600 -4.255 -2.160
H -1.300 -4.307 -0.448
H 0.783 -3.712 -2.573
H 0.620 -5.209 -1.703
H 2.357 -3.285 -0.920
H 1.615 -4.376 0.227
H 1.520 -1.787 0.758
H 0.073 -2.796 1.002
H -0.043 0.832 -2.308
H 0.833 2.706 -1.157
H -0.667 2.999 -0.270
H -0.355 3.329 -3.270
H -0.365 4.625 -2.119
H -2.620 3.830 -3.378
H -2.671 4.556 -1.827
H -3.958 2.320 -2.168
H -3.094 2.556 -0.676
H -2.134 1.005 -3.104
H -2.699 0.297 -1.613
```

LUMO energy (spin up / spin down) = -13.846 / -13.842 eV
2S+1 = 2
net charge = +3
E = -1681.76937 a.u.
M = 605.732 g/mol
gap between HOMO and LUMO (spin up / spin down) = 3.88 / 3.88 eV

[2]
This record from OMol25 describes a structure of composition C22H38LaN2O5PS. The level of theory is ωB97M-V/def2-TZVPD.

The geometry in XYZ format:
```
70
C22H38LaN2O5PS ωB97M-V/def2-TZVPD
La -0.259 -0.016 0.259
C -1.240 3.539 -0.052
C -1.927 2.951 1.158
O -1.033 2.096 1.869
C -0.179 2.762 2.797
C 1.123 2.010 2.847
O 1.596 2.009 1.502
C 2.797 1.304 1.269
C 3.105 1.440 -0.223
O 1.902 1.478 -0.992
C 1.544 2.812 -1.375
C 0.132 2.805 -1.893
O -0.796 2.454 -0.867
H -0.386 4.159 0.239
H -1.943 4.160 -0.617
H -2.765 2.325 0.855
H -2.300 3.749 1.804
H -0.653 2.795 3.781
H 0.007 3.786 2.462
H 0.972 0.980 3.186
H 1.831 2.518 3.510
H 2.670 0.254 1.561
H 3.623 1.710 1.862
H 3.693 0.588 -0.562
H 3.684 2.345 -0.419
H 2.224 3.158 -2.160
H 1.637 3.475 -0.512
H 0.014 2.058 -2.680
H -0.117 3.783 -2.315
S -4.219 -0.481 -0.235
C -2.717 -0.104 -0.021
C 3.574 -2.382 -0.220
P 1.929 -2.268 0.590
C 2.396 -2.477 2.342
C 1.288 -3.952 0.234
H 4.052 -3.342 -0.017
H 4.231 -1.596 0.157
H 3.482 -2.255 -1.300
H 3.189 -3.222 2.426
H 1.524 -2.803 2.906
H 2.731 -1.538 2.780
H 1.857 -4.691 0.802
H 1.405 -4.190 -0.823
H 0.235 -4.043 0.499
C -1.771 -2.718 2.606
C -1.036 -1.513 3.170
C -2.006 -0.469 3.697
O -0.177 -0.968 2.180
H -2.429 -3.162 3.355
H -1.067 -3.488 2.283
H -2.391 -2.420 1.755
H -0.423 -1.854 4.018
H -2.642 -0.096 2.891
H -1.473 0.374 4.141
H -2.643 -0.905 4.468
N -0.481 -2.419 -3.939
C -0.029 -2.107 -2.708
N -0.570 -1.019 -2.215
C -1.452 -0.577 -3.211
C -2.311 0.524 -3.236
C -3.071 0.711 -4.369
C -2.999 -0.173 -5.462
C -2.166 -1.270 -5.446
C -1.400 -1.445 -4.297
H -0.200 -3.217 -4.483
H 0.710 -2.710 -2.209
H -2.397 1.176 -2.378
H -3.756 1.546 -4.416
H -3.619 0.009 -6.329
H -2.115 -1.956 -6.281
```

LUMO energy (spin up / spin down) = -1.985 / -1.949 eV
2S+1 = 2
net charge = +1
E = -2117.75659 a.u.
M = 612.502 g/mol
gap between HOMO and LUMO (spin up / spin down) = 5.84 / 9.34 eV
ΔE to the lowest compared entry with this formula, charge and spin = 0.3738 eV

[3]
This record from OMol25 describes the molecule C22H38O7. The level of theory is ωB97M-V/def2-TZVPD.

The geometry in XYZ format:
```
67
C22H38O7 ωB97M-V/def2-TZVPD
C 8.583 4.156 1.413
C 7.955 2.772 1.293
C 6.600 2.700 1.993
C 5.968 1.315 1.886
C 4.607 1.250 2.576
C 3.981 -0.140 2.489
C 2.620 -0.200 3.178
C 2.005 -1.595 3.104
C 0.694 -1.720 3.881
C -0.455 -0.942 3.243
C -1.774 -1.175 3.978
C -2.956 -0.483 3.297
C -3.438 -1.230 2.054
C -4.528 -0.465 1.303
C -3.965 0.676 0.450
C -3.661 0.247 -0.960
O -3.637 -0.882 -1.377
O -3.434 1.322 -1.735
C -3.160 1.114 -3.111
C -1.687 1.412 -3.454
O -1.532 1.645 -4.822
C -0.717 0.290 -3.008
O -0.660 0.147 -1.602
C -0.933 -1.133 -1.247
O -0.909 -1.536 -0.115
C -1.227 -1.902 -2.462
O -1.554 -3.214 -2.444
C -1.107 -1.073 -3.510
O -1.296 -1.287 -4.833
H 7.935 4.908 0.968
H 9.544 4.187 0.905
H 8.738 4.414 2.458
H 7.828 2.522 0.237
H 8.626 2.030 1.730
H 6.726 2.958 3.047
H 5.927 3.439 1.551
H 6.636 0.577 2.337
H 5.850 1.051 0.832
H 4.723 1.527 3.627
H 3.934 1.978 2.116
H 3.865 -0.419 1.439
H 4.654 -0.867 2.950
H 1.952 0.522 2.706
H 2.736 0.088 4.227
H 2.723 -2.315 3.507
H 1.824 -1.856 2.059
H 0.415 -2.776 3.925
H 0.846 -1.378 4.908
H -0.552 -1.248 2.202
H -0.229 0.126 3.260
H -1.678 -0.800 5.001
H -1.974 -2.247 4.039
H -3.787 -0.411 4.004
H -2.663 0.536 3.033
H -3.834 -2.199 2.365
H -2.604 -1.415 1.378
H -5.063 -1.153 0.645
H -5.244 -0.061 2.021
H -4.656 1.519 0.391
H -3.032 1.051 0.877
H -3.430 0.088 -3.386
H -3.780 1.824 -3.668
H -1.399 2.337 -2.942
H -1.641 0.808 -5.297
H 0.282 0.576 -3.369
H -1.686 -3.465 -1.519
H -1.541 -2.213 -4.962
```

LUMO energy = 0.342 eV
2S+1 = 1
E = -1387.80219 a.u.
M = 414.539 g/mol
gap between HOMO and LUMO = 9.45 eV
ΔE to the lowest compared entry with this formula, charge and spin = 0.3579 eV

[4]
This record from OMol25 describes a structure of composition C22H38P2Pd. The level of theory is ωB97M-V/def2-TZVPD.

The geometry in XYZ format:
```
63
C22H38P2Pd ωB97M-V/def2-TZVPD
P 1.125 0.997 -2.992
P 1.819 -2.384 -1.055
C 2.434 -0.279 -2.915
C 1.948 -1.747 -2.763
H 3.147 0.003 -2.121
H 2.974 -0.190 -3.874
H 0.985 -1.920 -3.280
H 2.683 -2.385 -3.285
C 3.542 -2.833 -0.620
H 3.613 -3.131 0.435
H 4.225 -1.990 -0.798
H 3.867 -3.680 -1.239
C 1.137 -4.077 -1.256
H 1.895 -4.723 -1.718
H 0.242 -4.105 -1.884
H 0.895 -4.514 -0.281
C 1.832 2.647 -2.898
H 1.049 3.396 -2.707
H 2.318 2.884 -3.860
H 2.594 2.711 -2.108
C 0.421 0.773 -4.656
H -0.034 -0.218 -4.790
H 1.210 0.875 -5.412
H -0.348 1.535 -4.842
Pd -1.490 1.978 2.575
C 0.957 -1.820 0.414
C 1.903 -0.749 0.088
C 1.461 0.702 -0.035
C 0.061 1.066 -0.569
C -0.264 0.513 -1.995
C -0.551 -0.923 -2.135
C -1.203 -1.716 -1.084
C -0.561 -1.708 0.323
C -2.782 2.556 1.090
H 1.264 -2.470 1.244
H 2.877 -0.800 0.600
H 2.207 1.271 -0.616
H 1.547 1.105 0.991
H -0.719 0.795 0.151
H 0.005 2.171 -0.600
H -1.110 1.127 -2.382
H -0.763 -1.222 -3.162
H -1.190 -2.773 -1.408
H -2.257 -1.400 -0.962
H -0.911 -0.857 0.913
H -0.973 -2.579 0.855
H -3.789 2.254 1.422
H -2.519 2.073 0.138
H -2.689 3.654 1.031
C -1.325 0.015 3.135
C -2.005 0.766 4.154
C -3.377 0.582 4.497
C -4.030 1.593 5.142
C -3.368 2.785 5.499
C -2.017 2.958 5.258
C -1.253 1.927 4.606
H -1.925 -0.740 2.625
H -0.251 -0.165 3.239
H -3.863 -0.351 4.209
H -5.079 1.487 5.425
H -3.941 3.583 5.975
H -1.483 3.861 5.547
H -0.164 1.807 4.720
```

LUMO energy (spin up / spin down) = -5.150 / -7.842 eV
2S+1 = 5
net charge = +2
E = -1670.81426 a.u.
M = 470.914 g/mol
gap between HOMO and LUMO (spin up / spin down) = 5.42 / 4.91 eV
ΔE to the lowest compared entry with this formula, charge and spin = 0.0000 eV

[5]
This record from OMol25 describes a structure of composition C22H39AlF13N2O2STm. The level of theory is ωB97M-V/def2-TZVPD.

The geometry in XYZ format:
```
81
C22H39AlF13N2O2STm ωB97M-V/def2-TZVPD
C 0.228 -0.137 -3.169
N 0.091 -1.349 -2.269
C -1.316 -1.445 -1.874
Al -1.627 -1.727 0.156
C -0.196 -0.926 1.361
C 0.917 -0.045 0.605
C 2.186 -1.030 0.371
C 3.269 -0.446 -0.655
C 4.525 0.064 0.232
C 4.201 1.570 0.677
C 4.187 1.725 2.280
C 4.689 3.213 2.702
C 3.733 3.681 3.907
O 3.801 2.689 4.949
C 2.496 2.200 5.318
C -3.525 -0.984 0.526
C -3.514 0.486 1.135
C -3.387 1.647 0.020
F -2.159 1.333 -0.661
F -3.122 2.812 0.754
C -4.655 1.684 -0.928
F -5.709 1.079 -0.184
F -4.416 0.742 -1.969
C -5.228 3.070 -1.403
F -5.588 3.770 -0.213
F -6.504 2.819 -1.969
C -4.331 4.074 -2.211
F -5.142 5.215 -2.423
F -3.252 4.595 -1.461
S -3.647 3.572 -3.871
F -4.814 2.464 -4.188
F -2.574 2.481 -3.247
F -2.448 4.741 -3.701
F -4.597 4.732 -4.630
F -3.019 3.241 -5.372
C -1.635 -3.795 0.442
C -0.672 -4.520 -0.591
O -1.078 -4.905 -1.722
N 0.749 -4.778 -0.222
C 0.801 -5.795 0.905
C 1.505 -5.257 -1.371
H 1.214 -0.110 -3.726
H 0.121 0.838 -2.575
H -0.595 -0.108 -3.969
H 0.354 -2.132 -2.894
H -1.733 -2.389 -2.389
H -1.914 -0.574 -2.297
H 0.367 -1.812 1.838
H -0.587 -0.310 2.233
H 1.261 0.764 1.345
H 0.561 0.423 -0.368
H 1.717 -2.008 -0.019
H 2.621 -1.264 1.407
H 2.795 0.378 -1.270
H 3.621 -1.332 -1.301
H 4.636 -0.545 1.198
H 5.500 -0.066 -0.331
H 4.908 2.303 0.180
H 3.146 1.871 0.334
H 4.900 1.003 2.786
H 3.121 1.633 2.668
H 5.786 3.170 3.001
H 4.560 3.853 1.769
H 2.686 3.816 3.461
H 4.126 4.692 4.256
H 2.030 2.764 6.192
H 1.757 2.167 4.457
H 2.651 1.116 5.665
H -3.927 -1.672 1.359
H -4.224 -1.140 -0.355
H -4.343 0.700 1.886
H -2.541 0.582 1.737
H -2.697 -4.162 0.301
H -1.234 -3.935 1.502
H -0.234 -5.937 1.355
H 1.450 -5.349 1.735
H 1.210 -6.791 0.533
H 1.487 -4.427 -2.189
H 2.627 -5.375 -1.041
H 1.177 -6.298 -1.769
Tm 2.414 -6.898 -2.737
```

LUMO energy (spin up / spin down) = -10.142 / -10.073 eV
2S+1 = 3
net charge = +2
E = -4144.62739 a.u.
M = 838.523 g/mol
gap between HOMO and LUMO (spin up / spin down) = 2.15 / 2.22 eV

[6]
This record from OMol25 describes a structure of composition C22H39Cl3N3O3PdSi. The level of theory is ωB97M-V/def2-TZVPD.

The geometry in XYZ format:
```
72
C22H39Cl3N3O3PdSi ωB97M-V/def2-TZVPD
C -1.944 -2.457 -5.293
C -1.220 -2.715 -4.003
H -1.690 -3.271 -5.994
H -1.654 -1.551 -5.814
H -3.034 -2.406 -5.108
C -0.860 -3.976 -3.732
C -1.005 -5.117 -4.690
H -0.456 -4.270 -2.775
H -0.505 -5.001 -5.663
H -2.074 -5.326 -4.847
H -0.556 -6.011 -4.224
Pd 0.618 2.257 0.976
Cl -1.970 2.331 0.967
Cl 1.612 4.118 -0.146
H 1.435 6.444 3.242
H -1.716 6.437 2.913
C 1.200 6.046 2.253
C -1.251 6.090 1.986
N -0.068 5.354 2.308
H 1.985 5.363 1.955
C -0.152 4.077 2.684
O 0.799 3.322 2.958
H -1.982 5.424 1.527
H -1.189 3.661 2.711
H 1.124 6.844 1.517
H -1.015 6.926 1.331
H 2.491 -0.493 -3.367
H 2.957 -3.109 -2.660
C 3.350 -0.451 -2.683
C 3.468 -2.736 -1.763
N 3.145 -1.341 -1.559
H 3.444 0.567 -2.310
C 3.085 -0.849 -0.269
O 3.339 0.291 0.095
H 3.148 -3.297 -0.884
H 2.731 -1.634 0.450
H 4.259 -0.751 -3.225
H 4.555 -2.874 -1.894
O -0.485 -0.434 -3.150
C -1.289 -1.617 -2.929
C 0.161 -2.649 -1.176
C -1.078 -2.150 -1.544
H 1.001 -2.499 -1.858
C 0.274 -3.345 0.031
H -2.295 -1.211 -2.965
C -2.171 -2.131 -0.662
H 1.217 -3.816 0.273
C -0.845 -3.432 0.869
C -2.051 -2.802 0.545
H -3.064 -1.599 -1.011
H -0.769 -4.034 1.771
H -2.927 -2.867 1.193
Si -0.643 1.007 -3.846
Cl 0.690 0.613 -0.373
C 1.046 1.814 -3.879
C -1.372 2.420 -2.761
C -1.813 0.978 -5.241
H 1.699 1.605 -3.017
H 0.864 2.897 -3.803
H 1.558 1.678 -4.849
H -1.369 0.567 -6.153
H -2.005 2.026 -5.412
H -2.793 0.558 -4.992
H -1.639 2.141 -1.720
H -2.236 2.767 -3.357
H -0.604 3.213 -2.689
C -0.333 -1.326 3.575
C -0.110 -0.201 2.728
N 0.106 0.778 2.152
H 0.545 -1.992 3.514
H -1.220 -1.864 3.243
H -0.455 -1.002 4.619
```

LUMO energy (spin up / spin down) = 2.440 / 2.439 eV
2S+1 = 3
net charge = -1
E = -3049.67953 a.u.
M = 634.437 g/mol
gap between HOMO and LUMO (spin up / spin down) = 5.79 / 7.13 eV
ΔE to the lowest compared entry with this formula, charge and spin = 0.0000 eV

2S+1 of number 1 (C22H38IrO5P)?
2

M of number 2 (C22H38LaN2O5PS)?
612.502 g/mol

E of number 1 (C22H38IrO5P)?
-1681.76937 a.u.